(1)
# C4H10N2O2

The molecule C4H10N2O2 at a distorted geometry (ωB97M-V/def2-TZVPD, the OMol25 dataset).

```
18
Properties=species:S:1:pos:R:3
O 1.7570 -0.6295 0.7929
C 1.0078 0.4414 -0.0147
N 2.0947 1.3476 -0.3354
C -0.1700 0.8542 0.7470
C 0.5431 -0.1769 -1.3749
N -1.5041 0.5697 0.5024
C -1.7764 -0.8889 0.4281
O -2.2382 -1.3961 -0.6763
H 3.0187 1.0995 -0.0092
H 1.9141 2.2824 0.0253
H -0.0615 1.7322 1.3888
H 1.2558 -0.1366 -2.2041
H -0.4096 0.2499 -1.7046
H 0.2661 -1.2367 -1.2597
H -1.8399 1.0243 -0.3489
H -2.4496 -1.0276 1.2956
H -0.7348 -1.3092 0.5710
H 1.1304 -0.6335 1.5268
```

Computed properties:
Net charge: 0
LUMO (Ha): -0.1006
Energy (Ha): -418.1856
Relative energy (zero: lowest compared OMol25 entry of this formula, charge and spin) (kJ/mol): 723.0
HOMO-LUMO gap (eV): 5.74


(2)
# C4H10N2O2

The molecule C4H10N2O2 at a distorted geometry (ωB97M-V/def2-TZVPD, the OMol25 dataset).

```
18
Properties=species:S:1:pos:R:3
C -1.7825 -0.6732 -0.6164
C -0.9370 -0.1605 0.4836
C -0.5738 1.3775 0.5092
C 2.3854 -0.3635 -0.2706
H -1.4009 -0.1947 -1.4972
H -1.7107 -1.8172 -0.6710
H -2.8929 -0.4134 -0.4112
H -1.5636 -0.5045 1.2289
H -1.5166 2.0006 0.6000
H -0.0993 1.5380 1.4375
H 0.8936 1.4340 -0.5522
H 0.8594 -0.2159 1.3961
H 1.0952 -1.7860 -0.8395
H 3.1352 -0.7138 -1.0224
N 0.2549 -0.9854 0.8851
N 1.1965 -1.0096 -0.2441
O 0.0267 1.7818 -0.6456
O 2.6305 0.7058 0.2298
```

Computed properties:
Net charge: 0
LUMO (Ha): 0.0307
Energy (Ha): -418.3155
Relative energy (zero: lowest compared OMol25 entry of this formula, charge and spin) (kJ/mol): 382.0
HOMO-LUMO gap (eV): 10.22


(3)
# C4H10N2O2

A cluster of 2 separate species, C4H10N2O2 in total (ωB97M-V/def2-TZVPD, the OMol25 dataset).

```
18
Properties=species:S:1:pos:R:3
C -0.7421 -1.1307 1.5023
C -1.6766 -1.0763 0.5564
N -2.7211 -1.9695 0.4162
N 0.1863 -0.0172 1.6338
H -0.5582 -1.9641 2.1651
H -1.6422 -0.2585 -0.1552
H -3.0883 -2.0321 -0.5192
H -2.5825 -2.8850 0.8173
H 1.1622 -0.2458 1.3708
H 0.1990 0.4019 2.5580
H 0.0439 0.7519 0.8115
O 0.1076 1.3707 -0.4665
C 1.2462 1.0057 -0.9274
O 2.0981 0.3650 -0.2840
C 1.5555 1.4147 -2.3535
H 2.1238 0.6352 -2.8555
H 0.6317 1.6576 -2.8753
H 2.1787 2.3054 -2.3146
```

Computed properties:
Net charge: 0
LUMO (Ha): 0.0279
Energy (Ha): -418.3972
Relative energy (zero: lowest compared OMol25 entry of this formula, charge and spin) (kJ/mol): 167.5
HOMO-LUMO gap (eV): 9.65


(4)
# C4H10N2O2

A cluster of 2 separate species, C4H10N2O2 in total at a distorted geometry (ωB97M-V/def2-TZVPD, the OMol25 dataset).

```
18
Properties=species:S:1:pos:R:3
C 1.5976 -0.1091 -0.5026
C 1.4772 1.3837 -0.3782
O 0.3993 1.9203 -0.1844
N 2.6036 2.1343 -0.5787
H 2.3843 -0.2910 -1.2475
H 0.7260 -0.3205 -1.1315
H 2.6060 3.1314 -0.7744
H 3.4739 1.6472 -0.5333
H 1.6471 -0.9467 0.1828
C -1.5279 -1.8115 -0.0518
C -2.1669 -1.0226 1.0843
O -2.7738 -1.6360 1.9474
N -2.0881 0.3225 1.0413
H -2.6330 0.7435 1.7564
H -1.5237 0.8477 0.3882
H -0.6646 -2.3589 0.3026
H -1.2589 -1.1473 -0.8750
H -2.2780 -2.4869 -0.4457
```

Computed properties:
Net charge: 0
LUMO (Ha): 0.0224
Energy (Ha): -418.4296
Relative energy (zero: lowest compared OMol25 entry of this formula, charge and spin) (kJ/mol): 82.3
HOMO-LUMO gap (eV): 9.98


(5)
# C4H10N2O2

A cluster of 2 separate species, C4H10N2O2 in total at a distorted geometry (ωB97M-V/def2-TZVPD, the OMol25 dataset).

```
18
Properties=species:S:1:pos:R:3
C -1.3932 0.4606 -0.8116
C -2.2256 -0.4331 1.3295
C 2.3416 1.1970 0.1451
C -2.2938 -0.4036 -0.0184
N 1.4274 0.1510 0.1578
N 1.7113 -0.8888 -0.4732
O 2.6104 -0.9610 -1.2794
O 0.8311 -1.9545 -0.2048
H -1.8279 1.2818 -1.2873
H -0.6073 0.7644 -0.0632
H -0.8081 -0.1343 -1.5909
H 0.0197 -1.6328 0.2171
H -2.9389 -1.0426 1.9330
H -1.5053 0.1013 1.8676
H 3.0028 1.0060 1.0549
H 2.9425 1.1425 -0.7451
H 1.9485 2.1887 0.2332
H -3.2355 -0.8425 -0.4642
```

Computed properties:
Net charge: 0
LUMO (Ha): 0.0329
Energy (Ha): -418.2090
Relative energy (zero: lowest compared OMol25 entry of this formula, charge and spin) (kJ/mol): 661.5
HOMO-LUMO gap (eV): 10.74


(6)
# C4H10N2O2

The ion C4H10N2O2 with charge +1 at a distorted geometry (ωB97M-V/def2-TZVPD, the OMol25 dataset).

```
18
Properties=species:S:1:pos:R:3
O -1.2347 0.1671 1.5495
C -0.4220 -0.1895 0.7404
N -0.4694 -1.3800 0.0599
C -0.0650 -1.4684 -1.3224
O -1.0699 -1.1096 -2.2340
C 0.9123 0.6144 0.6298
C 0.9316 1.7852 1.6215
N 1.0751 1.2068 -0.6706
H -1.3166 -1.8952 0.2786
H 0.8444 -0.8771 -1.5043
H 0.1848 -2.4921 -1.5821
H -1.4471 -0.2364 -2.0776
H 1.7845 -0.0247 0.7747
H 0.0851 2.4468 1.4674
H 0.9477 1.4281 2.6505
H 1.8195 2.4184 1.5097
H 1.9034 1.7918 -0.8568
H 0.2539 1.5723 -1.1675
```

Computed properties:
Net charge: +1
LUMO (spin up / spin down) (Ha): -0.1463 / -0.3249
Energy (Ha): -418.0648
Relative energy (zero: lowest compared OMol25 entry of this formula, charge and spin) (kJ/mol): 191.8
HOMO-LUMO gap (spin up / spin down) (eV): 10.62 / 5.74
2S+1: 2